Formula: C17H48CoF5N2O2PSSi4Te2
Source: OMol25
Level of theory: ωB97M-V/def2-TZVPD

## Properties
Maximum force, eV Å⁻¹: 0.54
Lowest unoccupied orbital energy (alpha / beta), eV: -1.937 / -4.802
Total charge: +1
Multiplicity: 5
DFT total energy, hartree: -5252.2980
HOMO energy (alpha / beta), eV: -10.8883 / -11.2937

Last column: Mulliken charge in e.
Element x y z (Å)
H  2.563  1.544  2.974  0.311
H  -7.378  0.652  -3.212  0.346
N  0.019  5.161  0.870  0.066
F  -3.912  -2.294  -0.977  -0.143
C  -4.057  1.134  -3.455  -0.596
H  -4.566  2.044  -3.135  0.217
H  1.309  5.505  -2.156  0.354
H  -4.821  2.964  2.801  0.375
H  -3.196  4.088  0.270  -0.140
H  4.237  0.949  3.028  0.423
C  -4.063  3.929  -0.373  -0.577
H  0.891  2.092  -1.954  0.413
H  -0.362  6.249  -0.891  0.415
Co  0.087  0.518  0.039  1.627
H  -3.103  1.056  -2.927  -0.175
C  -6.262  -1.685  2.274  -1.056
H  -3.297  -2.018  -3.712  0.317
H  2.017  5.247  -0.546  0.417
Si  -5.191  2.646  0.363  0.527
S  -0.794  2.641  0.989  -0.326
C  -0.221  5.248  2.304  -1.020
H  -1.289  5.322  2.529  0.335
H  4.392  -0.718  -0.687  0.336
Si  -5.100  -0.396  -3.183  0.561
H  -7.343  -4.333  0.669  0.404
H  5.379  -0.335  0.741  0.402
H  3.399  -1.669  2.345  0.489
Si  -5.001  -1.083  -0.908  0.312
F  -1.475  0.140  -1.080  -0.739
C  -4.328  -1.868  -4.034  -1.225
H  -3.711  3.660  -1.368  0.239
H  -5.229  -1.980  2.471  0.288
H  -6.890  0.074  -4.804  0.386
Si  -6.722  -1.963  0.485  0.565
H  -8.501  -0.216  0.504  0.303
Te  -3.761  0.520  0.623  -0.188
H  -6.908  -2.290  2.915  0.397
F  0.543  -1.644  -0.539  -0.738
H  -9.182  -1.835  0.461  0.415
C  3.467  1.380  2.387  -1.177
C  2.586  -1.279  1.732  -1.176
H  1.692  -1.142  2.342  0.227
C  -8.382  -1.207  0.063  -1.081
H  0.280  6.142  2.674  0.375
H  -6.421  2.205  -1.746  0.018
H  -4.330  -1.692  -5.113  0.390
H  -3.842  1.239  -4.522  0.476
C  1.588  4.755  -1.414  -1.332
H  -6.470  2.415  2.474  0.333
H  3.816  2.336  1.996  0.354
C  -6.681  2.294  -0.694  -0.544
O  -0.705  -0.646  1.469  -0.794
F  -0.203  -3.432  1.258  -0.456
H  -0.845  2.438  -1.754  0.254
H  -8.534  -1.123  -1.015  0.324
C  4.579  0.022  0.092  -1.292
H  2.343  4.101  -1.854  0.418
H  -7.375  3.134  -0.593  0.495
P  3.072  0.285  1.023  1.134
H  -4.880  -2.789  -3.841  0.334
C  -5.664  3.056  2.115  -1.186
C  -6.655  -3.774  0.029  -1.127
H  4.884  0.958  -0.375  0.360
H  -7.453  -1.070  -3.590  0.309
H  -6.950  -3.943  -1.008  0.327
H  -1.027  6.942  0.589  0.400
H  0.707  7.074  0.258  0.356
Te  -1.212  -2.069  0.438  1.475
H  -6.015  4.091  2.152  0.398
H  -6.394  -0.640  2.565  0.258
H  0.181  4.375  2.807  0.331
C  0.125  2.877  -1.969  -1.350
H  0.108  3.311  -2.969  0.396
N  0.453  3.929  -1.018  0.347
F  -2.631  -2.515  1.711  -0.529
H  -4.623  4.866  -0.446  0.495
C  -0.067  3.977  0.220  0.524
H  -5.652  -4.177  0.172  0.308
C  -6.871  -0.158  -3.736  -1.088
C  -0.165  6.426  0.162  -1.242
O  2.013  0.929  0.139  -0.550
H  2.339  -1.982  0.938  0.284
H  -7.212  1.393  -0.388  -0.094

Atomic forces in eV per Å
-0.0031 -0.0014 -0.0031
-0.0075 0.0161 0.0133
-0.1324 -0.0534 -0.0288
-0.0494 -0.0485 0.0059
0.0376 -0.0200 -0.0149
-0.0190 0.0621 0.0428
0.0180 -0.0044 -0.0054
0.0114 0.0164 -0.0101
-0.0007 -0.0045 0.0015
0.0041 -0.0039 -0.0049
-0.0801 0.0599 0.0368
-0.0150 0.0087 -0.0154
-0.0279 0.0076 0.0385
-0.2935 0.2636 0.2069
-0.0130 -0.0388 0.0250
-0.0287 -0.0383 -0.0103
0.0061 0.0153 0.0101
0.0055 -0.0091 -0.0140
0.0278 -0.1016 -0.0164
0.1293 -0.1185 -0.1031
0.0178 0.0260 0.0054
0.0058 -0.0101 -0.0039
-0.0143 0.0046 0.0000
0.0751 0.0230 0.0792
0.0040 -0.0205 -0.0140
-0.0064 -0.0101 0.0087
-0.0058 -0.0034 0.0031
-0.0543 -0.0401 -0.1030
-0.0996 0.0616 -0.1039
-0.0368 0.0326 -0.0626
0.0038 -0.0396 -0.0306
0.0047 0.0089 -0.0117
-0.0006 0.0059 0.0013
0.0479 -0.0244 -0.0815
-0.0128 0.0110 -0.0069
0.0430 0.2458 0.0750
-0.0086 0.0197 0.0100
0.1479 0.2178 -0.1099
0.0082 -0.0098 0.0114
0.0046 0.0184 -0.0002
-0.0258 0.0084 0.0217
-0.0025 0.0018 -0.0062
0.0024 0.0196 0.0223
-0.0066 0.0017 0.0056
0.0320 -0.0171 -0.0644
0.0198 -0.0364 -0.0014
-0.0195 0.0033 -0.0074
0.0274 -0.0382 -0.0055
0.0103 -0.0165 0.0091
0.0034 0.0014 0.0042
-0.0284 0.0930 0.0243
-0.0423 -0.0954 -0.0723
0.0464 0.1016 0.0716
-0.0338 0.0154 0.0350
-0.0053 -0.0039 -0.0036
0.0103 0.0040 -0.0305
0.0101 -0.0021 0.0025
-0.0120 -0.0130 -0.0256
0.0011 -0.0113 -0.0197
-0.0022 -0.0061 -0.0012
0.0110 0.0169 -0.0032
-0.0490 0.0239 0.0364
0.0015 0.0034 0.0096
0.0040 -0.0075 -0.0019
0.0073 -0.0041 -0.0038
0.0098 -0.0013 0.0084
-0.0001 -0.0042 0.0040
0.0555 -0.5255 0.1067
-0.0309 -0.0108 0.0153
0.0343 0.0019 0.0109
0.0022 0.0041 0.0018
0.0654 -0.1053 0.0852
-0.0048 -0.0068 -0.0055
-0.0697 0.0193 -0.0985
0.0226 0.1210 -0.0056
0.0319 0.0112 -0.0264
0.1101 0.0345 0.0847
0.0027 -0.0050 0.0058
-0.0029 -0.0186 0.0024
0.0124 0.0395 -0.0004
0.0800 -0.0958 -0.0101
0.0149 -0.0048 -0.0190
0.0138 -0.0209 0.0243